(1)
Below is 2 unconnected molecules or ions with the total composition C28H32NO6 at a distorted geometry, with properties calculated with ωB97M-V/def2-TZVPD.

For the energy above the lowest of the compared OMol25 structures with the same formula, charge and spin, the calculation gives 0.0 kJ/mol. As for the lowest unoccupied orbital energy: 0.206 eV. As for the charge: -1. The value obtained for the HOMO-LUMO gap is 3.7095 eV. As for the spin multiplicity: 1.

Each line ends with the Mulliken charge.
CARTESIAN COORDINATES (ANGSTROEM)
C: -4.53 -3.49 -2.77  -1.2654
C: -3.82 -2.23 -3.19  -0.2457
O: -3.49 -1.43 -2.08  -0.1975
C: -2.72 -0.36 -2.44  0.6180
C: -2.38 0.62 -1.44  -0.2124
C: -1.62 1.85 -1.87  0.7418
C: -2.54 2.79 -2.64  -1.5195
C: -0.38 1.52 -2.68  -1.5103
C: -2.90 0.59 -0.10  0.5157
O: -3.45 -0.39 0.38  -0.7989
O: -2.78 1.77 0.61  -0.3133
C: -3.54 1.72 1.79  0.0577
C: -5.03 1.70 1.50  -1.2687
O: -2.33 -0.20 -3.60  -0.7333
H: -4.86 -4.09 -3.62  0.3862
H: -3.89 -4.11 -2.15  0.2833
H: -5.41 -3.24 -2.17  0.3024
H: -2.88 -2.44 -3.73  0.3054
H: -4.43 -1.61 -3.86  0.2835
H: -1.30 2.36 -0.94  0.2903
H: -3.41 3.08 -2.05  0.3382
H: -2.01 3.70 -2.94  0.3992
H: -2.89 2.30 -3.54  0.2596
H: 0.29 0.83 -2.15  0.1990
H: -0.67 1.03 -3.61  0.2904
H: 0.19 2.41 -2.94  0.4503
H: -3.22 0.82 2.34  0.0553
H: -3.25 2.59 2.40  0.3502
H: -5.64 1.65 2.41  0.4011
H: -5.32 2.60 0.95  0.3026
H: -5.28 0.84 0.88  0.2997
O: 3.39 4.07 -0.29  -0.7139
C: 4.14 3.25 0.24  0.2692
O: 4.65 3.30 1.36  -0.7245
C: 4.43 1.99 -0.58  0.1002
C: 5.89 1.52 -0.46  -0.8701
C: 5.81 0.13 0.10  0.8247
C: 4.46 -0.22 0.31  0.3556
C: 4.15 -1.40 0.97  -0.5530
C: 5.17 -2.23 1.37  -0.9585
C: 6.50 -1.89 1.15  -0.3439
C: 6.82 -0.71 0.51  -0.8072
N: 3.61 0.86 -0.07  0.2090
C: 2.31 1.09 0.33  -0.7786
C: 1.42 0.08 0.67  -0.6457
C: 0.35 0.22 1.53  -0.1372
C: -0.36 -0.88 2.10  0.6398
C: -1.09 -0.72 3.29  -0.3401
C: -1.65 -1.80 3.92  -0.6388
C: -1.53 -3.07 3.37  -0.3564
C: -0.86 -3.25 2.18  -0.8967
C: -0.27 -2.18 1.55  -0.1141
H: 4.14 2.17 -1.63  0.2671
H: 6.42 1.54 -1.42  0.3232
H: 6.44 2.18 0.22  0.3563
H: 3.13 -1.65 1.19  0.5215
H: 4.93 -3.14 1.90  0.4174
H: 7.28 -2.54 1.51  0.3668
H: 7.85 -0.42 0.37  0.4337
H: 2.04 2.11 0.53  0.4849
H: 1.64 -0.90 0.29  0.7776
H: 0.14 1.20 1.92  0.3802
H: -1.14 0.26 3.74  0.3878
H: -2.16 -1.67 4.86  0.4006
H: -1.97 -3.91 3.87  0.3927
H: -0.78 -4.23 1.75  0.3899
H: 0.24 -2.33 0.62  0.5157


(2)
Below is a molecular structure, C20H17ClMg at a distorted geometry, with properties calculated with ωB97M-V/def2-TZVPD.

As for the lowest unoccupied orbital energy: 5.283 eV. As for the charge: -2. The value obtained for the HOMO-LUMO gap is 5.5915 eV. As for the spin multiplicity: 1.

Each line ends with the Mulliken charge.
CARTESIAN COORDINATES (ANGSTROEM)
C: 0.42 1.93 -2.60  -0.5729
C: -0.94 2.29 -2.87  -0.4453
C: -1.64 1.09 -3.19  -0.3552
H: -1.34 3.30 -2.89  0.2734
C: -0.75 -0.01 -3.08  -0.6307
C: 0.54 0.51 -2.74  -0.6760
H: 1.46 -0.07 -2.68  0.4763
H: 1.22 2.64 -2.40  0.3359
H: -2.67 1.03 -3.54  0.5445
H: -0.95 -1.06 -3.32  0.3310
Mg: -0.61 0.96 -0.80  0.8244
Cl: 0.14 2.70 0.36  -0.6220
C: -2.21 0.67 1.04  -0.2164
C: -2.56 -0.45 0.21  -0.4555
C: -3.28 0.05 -0.91  -0.6928
H: -2.40 -1.50 0.44  0.2276
C: -3.37 1.47 -0.78  -0.2636
C: -2.71 1.86 0.41  -0.7254
H: -2.65 2.86 0.82  0.3515
H: -1.70 0.63 2.01  0.1575
H: -3.71 -0.57 -1.69  0.3798
H: -3.88 2.15 -1.47  0.4512
C: 1.56 -2.91 3.53  -0.3689
C: 0.24 -2.57 3.10  -0.8428
C: 0.03 -1.68 2.05  0.0674
C: 1.16 -1.09 1.38  0.0437
C: 1.09 -0.18 0.30  0.4975
C: 2.21 0.42 -0.22  0.0045
C: 3.54 0.08 0.24  -1.1272
C: 3.65 -0.83 1.24  -0.7924
C: 2.50 -1.43 1.83  1.1374
C: 2.67 -2.35 2.91  -0.8618
H: 1.72 -3.62 4.37  0.2860
H: -0.60 -3.02 3.60  0.4075
H: -0.97 -1.41 1.73  0.0679
H: 2.14 1.22 -0.99  -0.0250
H: 4.36 0.59 -0.23  0.3609
H: 4.63 -1.13 1.63  0.1766
H: 3.69 -2.56 3.20  0.2711


(3)
Below is a molecular structure, C16H19N7OReS at a distorted geometry, with properties calculated with ωB97M-V/def2-TZVPD.

For the energy above the lowest of the compared OMol25 structures with the same formula, charge and spin, the calculation gives 0.0 kJ/mol. As for the lowest unoccupied orbital energy (alpha / beta): -6.662 / -7.367 eV. As for the charge: +2. The value obtained for the HOMO-LUMO gap (alpha / beta) is 6.9534 / 7.0563 eV. As for the spin multiplicity: 2.

Each line ends with the Löwdin spin population.
CARTESIAN COORDINATES (ANGSTROEM)
Re: -0.26 -1.82 0.49  0.6811
C: 1.10 -2.36 -1.39  -0.0049
C: -0.09 -2.04 -2.01  0.0114
C: -1.12 -2.85 -1.45  0.0291
C: -0.52 -3.81 -0.61  0.0061
C: 0.85 -3.47 -0.48  0.0269
H: 2.05 -1.88 -1.55  -0.0003
H: -0.24 -1.24 -2.72  0.0007
H: -2.17 -2.77 -1.65  0.0006
H: -1.02 -4.60 -0.07  0.0007
H: 1.56 -4.09 0.03  0.0038
N: -3.99 -0.83 2.64  0.0113
C: -2.73 -0.93 2.20  0.0129
S: -2.16 -2.50 1.70  0.1018
N: -1.96 0.12 2.21  -0.0093
N: -0.69 -0.20 1.80  -0.0155
C: 0.27 0.52 2.26  0.0528
C: 1.59 0.08 1.96  0.0117
C: 2.71 0.71 2.47  0.0104
C: 3.96 0.16 2.23  0.0140
C: 4.02 -1.01 1.48  0.0068
C: 2.86 -1.58 1.01  0.0182
N: 1.64 -1.05 1.21  0.0140
H: -4.60 -1.63 2.68  -0.0004
H: -4.30 0.04 3.04  0.0002
H: 0.05 1.36 2.90  0.0015
H: 2.59 1.60 3.08  0.0002
H: 4.85 0.63 2.62  0.0005
H: 4.96 -1.49 1.28  0.0000
H: 2.92 -2.50 0.45  0.0008
C: -1.50 4.06 -2.63  0.0000
N: -1.09 2.81 -2.01  0.0004
C: -1.99 1.75 -1.60  -0.0001
C: -0.99 0.77 -1.01  0.0006
O: -1.37 -0.34 -0.56  0.0087
N: 0.24 1.23 -1.05  0.0027
C: 0.14 2.46 -1.64  0.0003
N: 1.21 3.21 -1.83  0.0002
H: -2.45 3.91 -3.12  0.0000
H: -0.78 4.35 -3.39  0.0000
H: -1.60 4.85 -1.88  0.0000
H: -2.53 1.32 -2.45  0.0001
H: -2.71 2.08 -0.85  0.0000
H: 2.11 2.85 -1.56  0.0000
H: 1.17 4.13 -2.25  0.0000